# 1
Density functional theory data (wB97M-V/def2-TZVPD) for C5H5N3 in the gas phase at a distorted geometry.

Atoms and positions in Å:
C: 3.40 0.06 0.22
C: 2.22 0.05 0.03
C: -1.03 -1.21 -0.15
C: -1.03 1.16 -0.15
C: -1.70 -0.02 0.46
N: 0.25 -1.13 -0.37
N: 0.17 1.23 -0.45
N: 0.96 0.00 -0.20
H: 4.39 -0.17 0.17
H: -1.50 -2.04 -0.70
H: -1.70 1.91 -0.59
H: -2.82 0.19 0.16
H: -1.62 -0.02 1.57

Output
* HOMO energy: -8.2631 eV
* energy relative to the best compared isomer or geometry (same formula, charge and spin): 107.9 kcal/mol
* total charge: 0
* SMILES: C#CN1N=CCC=N1
* gap between HOMO and LUMO: 9.019 eV
* DFT total energy: -357.60067 Eh

# 2
Density functional theory data (wB97M-V/def2-TZVPD) for a molecular structure, C16H48AgBF4N6O7 at a distorted geometry.

Atoms and positions in Å:
Ag: 2.33 -0.42 -0.26
B: -0.23 0.92 0.49
F: 0.59 0.24 1.42
F: 0.63 1.48 -0.46
F: -1.09 0.02 -0.19
F: -1.04 1.86 1.12
C: -0.04 -4.18 -1.23
C: 0.80 -2.91 -1.29
C: 0.18 -1.92 -2.27
O: 0.99 -0.75 -2.45
C: 0.27 0.13 -3.31
N: 0.99 -2.33 0.06
H: -1.07 -4.01 -0.92
H: 0.41 -4.98 -0.63
H: -0.03 -4.63 -2.23
H: 1.76 -3.20 -1.73
H: -0.82 -1.66 -1.93
H: 0.07 -2.44 -3.23
H: 0.74 0.08 -4.30
H: 0.43 1.16 -2.99
H: -0.81 -0.04 -3.32
H: 0.83 -3.14 0.65
H: 0.27 -1.66 0.29
C: 5.09 -1.26 -4.10
C: 4.79 -0.64 -2.73
C: 3.93 0.61 -2.89
O: 3.57 1.03 -1.58
C: 3.51 2.46 -1.47
N: 4.11 -1.57 -1.83
H: 6.00 -0.86 -4.56
H: 4.25 -1.11 -4.79
H: 5.26 -2.34 -4.06
H: 5.75 -0.36 -2.30
H: 3.03 0.38 -3.47
H: 4.52 1.41 -3.35
H: 3.17 2.74 -0.47
H: 2.79 2.86 -2.19
H: 4.52 2.84 -1.64
H: 4.59 -2.37 -1.43
H: 3.35 -1.95 -2.39
C: -0.25 -1.02 5.97
C: -0.13 -0.63 4.50
O: 0.26 0.74 4.41
H: -0.43 -2.09 6.03
H: -1.09 -0.52 6.45
H: 0.69 -0.78 6.47
H: -1.11 -0.70 4.02
H: 0.63 -1.30 4.10
H: 0.69 0.97 3.59
C: -4.30 -3.74 0.53
C: -3.50 -2.60 -0.07
O: -2.43 -2.20 0.78
H: -3.72 -4.52 1.02
H: -4.87 -4.12 -0.32
H: -5.07 -3.41 1.23
H: -4.15 -1.77 -0.36
H: -3.13 -2.94 -1.05
H: -2.18 -1.30 0.51
C: 2.22 4.61 3.09
C: 1.25 3.55 2.61
O: 0.86 3.91 1.28
H: 2.64 4.26 4.04
H: 1.71 5.53 3.40
H: 3.03 4.79 2.40
H: 0.41 3.35 3.28
H: 1.80 2.60 2.55
H: 0.67 3.09 0.82
C: -3.71 1.41 3.15
O: -4.79 1.41 3.71
N: -3.08 0.30 2.62
N: -2.91 2.52 3.02
H: -2.24 0.45 2.10
H: -3.41 -0.63 2.79
H: -3.32 3.42 3.14
H: -2.01 2.40 2.56
C: -4.20 1.44 -2.50
O: -4.35 0.24 -2.33
N: -3.51 2.24 -1.64
N: -4.86 2.08 -3.51
H: -3.08 1.80 -0.84
H: -3.05 3.10 -1.90
H: -5.45 1.49 -4.06
H: -4.93 3.07 -3.64

Output
* HOMO energy: -9.0019 eV
* total charge: 0
* gap between HOMO and LUMO: 9.140 eV
* DFT total energy: -2065.18172 Eh

# 3
Density functional theory data (wB97M-V/def2-TZVPD) for a molecular structure, C44H37N6O5S3SeTeV at a distorted geometry.

Atoms and positions in Å:
V: -0.61 0.08 -0.43
O: 0.70 0.54 5.76
C: 0.80 1.02 4.67
C: 1.59 2.27 4.06
O: 2.16 3.14 4.55
C: 1.28 2.14 2.55
C: 0.49 0.98 2.37
O: 0.13 0.56 1.18
C: 0.07 0.34 3.54
O: -0.79 -0.60 3.69
O: 1.78 2.74 1.59
S: 0.51 5.42 2.48
C: -0.34 6.42 3.50
C: -1.63 6.67 3.05
C: -1.90 6.06 1.80
C: -0.79 5.36 1.30
C: -0.87 4.50 0.06
C: -0.87 3.12 0.27
N: -0.97 2.22 -0.69
C: -1.14 2.62 -1.96
C: -1.09 3.95 -2.28
C: -1.26 4.31 -3.68
C: -1.49 3.37 -4.62
C: -1.51 1.97 -4.32
C: -1.58 0.92 -5.25
C: -1.30 -0.39 -4.86
C: -1.12 -0.63 -3.53
N: -1.09 0.32 -2.61
C: -1.27 1.62 -3.00
C: -1.27 -1.48 -5.80
C: -2.28 -1.93 -6.61
C: -1.83 -2.98 -7.45
C: -0.54 -3.34 -7.24
S: 0.16 -2.47 -5.94
C: -0.93 4.94 -1.25
H: 0.13 6.77 4.40
H: -2.33 7.32 3.56
H: -2.86 6.11 1.25
H: -0.80 2.77 1.28
H: -1.19 5.40 -3.91
H: -1.61 3.53 -5.70
H: -1.68 1.12 -6.31
H: -1.04 -1.66 -3.11
H: -3.27 -1.51 -6.58
H: -2.38 -3.37 -8.31
H: 0.07 -3.98 -7.75
H: -0.82 6.02 -1.43
C: -6.42 -1.19 -0.78
C: -5.41 -2.34 -0.71
N: -4.58 -2.22 0.52
C: -3.40 -1.65 0.66
S: -2.92 -0.64 -0.62
N: -2.76 -1.83 1.78
C: -3.10 -2.56 3.02
C: -3.43 -1.56 4.15
H: -7.21 -1.33 -1.50
H: -5.93 -0.23 -0.92
H: -6.89 -1.13 0.20
H: -4.74 -2.42 -1.55
H: -5.96 -3.30 -0.64
H: -4.82 -2.85 1.27
H: -1.87 -1.31 1.96
H: -2.23 -3.15 3.34
H: -3.93 -3.23 2.88
H: -2.65 -0.84 4.32
H: -3.53 -2.11 5.06
H: -4.37 -0.99 3.86
C: 1.28 -2.88 2.99
N: 2.13 -3.11 1.86
C: 1.76 -2.93 0.57
Se: 0.05 -2.81 -0.13
N: 2.91 -2.87 -0.17
C: 3.99 -2.98 0.66
C: 5.34 -3.09 0.41
C: 6.22 -3.17 1.48
C: 5.77 -3.09 2.83
C: 4.38 -3.11 3.03
C: 3.49 -3.09 1.95
H: 0.41 -2.22 2.78
H: 1.82 -2.43 3.79
H: 0.94 -3.86 3.32
H: 2.84 -2.55 -1.12
H: 5.75 -3.03 -0.60
H: 7.28 -3.14 1.27
H: 6.49 -3.08 3.61
H: 3.98 -3.08 4.03
Te: 1.80 -0.04 -1.97
C: 3.54 0.05 -0.75
C: 3.56 0.18 0.62
C: 4.71 0.21 1.36
C: 5.89 0.18 0.67
C: 5.92 -0.02 -0.67
C: 4.76 -0.12 -1.43
H: 2.58 0.16 1.09
H: 4.71 0.34 2.42
H: 6.83 0.28 1.17
H: 6.88 0.04 -1.18
H: 4.72 -0.15 -2.51

Output
* HOMO energy (alpha / beta): -6.6932 / -6.7429 eV
* energy relative to the best compared isomer or geometry (same formula, charge and spin): 0.0 kcal/mol
* spin multiplicity: 3
* total charge: 0
* gap between HOMO and LUMO (alpha / beta): 5.896 / 5.811 eV
* DFT total energy: -7211.71902 Eh

# 4
Density functional theory data (wB97M-V/def2-TZVPD) for a molecular structure, C36H21HfN8O13Se3 at a distorted geometry.

Atoms and positions in Å:
Hf: -0.23 -0.07 0.60
O: 1.42 -0.29 -6.55
N: 1.04 -1.37 -6.16
O: 0.93 -2.35 -6.87
C: 0.72 -1.55 -4.76
C: -0.07 -2.62 -4.46
C: -0.38 -2.97 -3.13
C: -1.08 -4.13 -2.77
C: -1.23 -4.44 -1.44
C: -0.70 -3.56 -0.48
N: -0.08 -2.44 -0.78
C: 0.10 -2.15 -2.08
C: 0.91 -1.00 -2.39
N: 1.38 -0.30 -1.35
C: 2.22 0.69 -1.57
C: 2.62 1.06 -2.86
C: 2.13 0.37 -3.94
C: 1.25 -0.70 -3.74
H: -0.44 -3.24 -5.27
H: -1.48 -4.78 -3.54
H: -1.74 -5.33 -1.12
H: -0.76 -3.80 0.57
H: 2.59 1.20 -0.69
H: 3.31 1.89 -2.99
H: 2.41 0.67 -4.94
O: 0.20 3.02 2.68
C: 0.48 2.64 1.54
O: 0.91 1.46 1.28
C: 0.31 3.56 0.38
C: 0.39 4.92 0.52
C: 0.20 5.75 -0.59
C: -0.08 5.20 -1.83
C: -0.17 3.83 -1.99
C: -0.02 2.92 -0.88
O: -0.21 1.68 -0.97
N: -0.48 3.32 -3.29
O: -1.03 4.08 -4.07
O: -0.16 2.18 -3.57
N: 0.27 7.16 -0.46
O: 0.45 7.62 0.66
O: 0.14 7.84 -1.46
H: 0.61 5.35 1.49
H: -0.22 5.85 -2.69
Se: -2.45 -0.64 4.56
Se: -0.85 0.71 3.54
C: -2.13 1.67 2.49
C: -3.09 2.49 3.07
C: -3.96 3.17 2.23
C: -3.84 2.98 0.86
C: -2.84 2.15 0.38
N: -1.97 1.54 1.18
C: -1.60 -2.26 4.04
C: -2.30 -3.42 3.74
C: -1.56 -4.50 3.29
C: -0.18 -4.39 3.20
C: 0.41 -3.19 3.56
N: -0.29 -2.15 3.97
H: -3.12 2.58 4.15
H: -4.72 3.82 2.64
H: -4.52 3.46 0.17
H: -2.72 1.97 -0.68
H: -3.37 -3.45 3.81
H: -2.06 -5.41 2.98
H: 0.43 -5.21 2.86
H: 1.48 -3.05 3.52
O: -3.97 -0.46 0.81
Se: -2.70 -1.26 0.35
O: -1.80 -0.47 -0.77
O: -1.54 -1.29 1.54
O: -3.09 -2.72 -0.11
N: 6.60 -2.53 3.07
C: 5.57 -2.21 2.71
C: 4.28 -1.84 2.28
C: 3.52 -0.91 3.00
C: 2.24 -0.59 2.59
C: 1.62 -1.14 1.45
C: 2.42 -2.09 0.77
C: 3.70 -2.43 1.15
H: 3.95 -0.44 3.87
H: 1.71 0.12 3.21
H: 2.02 -2.60 -0.10
H: 4.27 -3.16 0.59

Output
* HOMO energy: -6.2177 eV
* energy relative to the best compared isomer or geometry (same formula, charge and spin): 29.4 kcal/mol
* total charge: -1
* gap between HOMO and LUMO: 6.875 eV
* DFT total energy: -10052.92750 Eh